Below is the ion C3H10NS2 with charge +2, with properties calculated with ωB97M-V with the def2-TZVPD basis set.

Each atom is followed by the atoms it is bonded to, with distances in Å.
CARTESIAN COORDINATES (ANGSTROEM)
1 N 0.728 1.331 1.054  C2 1.540, H7 1.025, H8 1.025, H9 1.014
2 C 1.351 0.790 -0.247  N1 1.540, C3 1.531, C4 1.541, H10 1.082
3 C 2.842 0.550 -0.001  C2 1.531, H11 1.096, H12 1.081, H13 1.090
4 C 0.705 -0.513 -0.758  C2 1.541, S5 1.822, H14 1.081, H15 1.082
5 S -1.084 -0.660 -1.070  C4 1.822, S6 2.008
6 S -1.918 -0.832 0.749  S5 2.008, H16 1.355
7 H 0.927 2.333 1.138  N1 1.025
8 H 1.105 0.861 1.883  N1 1.025
9 H -0.273 1.175 1.105  N1 1.014
10 H 1.215 1.611 -0.938  C2 1.082
11 H 3.210 1.198 0.803  C3 1.096
12 H 3.456 0.755 -0.867  C3 1.081
13 H 3.021 -0.452 0.389  C3 1.090
14 H 1.067 -1.392 -0.242  C4 1.081
15 H 1.057 -0.618 -1.776  C4 1.082
16 H -3.206 -0.816 0.327  S6 1.355

Charge   +2
2S+1   2
ΔE to the lowest compared entry with this formula, charge and spin   9.7 kcal/mol
LUMO (alpha / beta)   -8.60 / -12.08 eV
Electronic energy   -26414.8911 eV
HOMO (alpha / beta)   -19.193 / -20.916 eV
Frontier orbital gap (alpha / beta)   10.6 / 8.8 eV
Max |F|   0.017 hartree/bohr



Below is the molecule C3H10O2Si, with properties calculated with ωB97M-V with the def2-TZVPD basis set.

Each atom is followed by the atoms it is bonded to, with distances in Å.
CARTESIAN COORDINATES (ANGSTROEM)
1 C -0.958 0.772 -1.526  C2 1.514, H7 1.083, H8 1.082, H9 1.081
2 C -0.600 0.907 -0.060  C1 1.514, O3 1.426, C4 1.527, H10 1.091
3 O -1.570 1.706 0.614  C2 1.426, H11 0.969
4 C -0.543 -0.454 0.629  C2 1.527, O5 1.424, H12 1.084, H13 1.088
5 O 0.333 -1.344 -0.055  C4 1.424, Si6 1.666
6 Si 1.891 -1.526 0.506  O5 1.666, H14 1.476, H15 1.475, H16 1.478
7 H -0.079 0.941 -2.135  C1 1.083
8 H -1.704 1.499 -1.818  C1 1.082
9 H -1.325 -0.217 -1.760  C1 1.081
10 H 0.380 1.374 0.037  C2 1.091
11 H -1.117 2.234 1.289  O3 0.969
12 H -1.545 -0.868 0.617  C4 1.084
13 H -0.247 -0.300 1.664  C4 1.088
14 H 2.217 -2.952 0.700  Si6 1.476
15 H 2.038 -0.807 1.787  Si6 1.475
16 H 2.829 -0.967 -0.489  Si6 1.478

Charge   0
ΔE to the lowest compared entry with this formula, charge and spin   6.7 kcal/mol
LUMO   0.77 eV
Electronic energy   -15245.7374 eV
HOMO   -10.022 eV
Frontier orbital gap   10.8 eV
Max |F|   0.015 hartree/bohr



Below is a cluster of 2 separate species, C3H10O3 in total at a distorted geometry, with properties calculated with ωB97M-V with the def2-TZVPD basis set.

Each atom is followed by the atoms it is bonded to, with distances in Å.
CARTESIAN COORDINATES (ANGSTROEM)
1 O 0.000 0.000 0.000  C2 1.439, H6 0.980
2 C 1.217 0.763 -0.088  O1 1.439, C3 1.572, H7 1.107, H8 1.107
3 C 0.997 2.168 0.580  C2 1.572, C4 1.583, H9 1.107, H10 1.107
4 C 2.440 2.817 0.639  C3 1.583, O5 1.466, H11 1.107, H12 1.107
5 O 2.425 4.134 1.282  C4 1.466, H13 0.980
6 H 0.106 -0.769 -0.598  O1 0.980
7 H 2.035 0.229 0.433  C2 1.107
8 H 1.491 0.835 -1.158  C2 1.107
9 H 0.262 2.770 0.013  C3 1.107
10 H 0.548 1.927 1.563  C3 1.107
11 H 3.171 2.284 1.277  C4 1.107
12 H 2.897 2.946 -0.361  C4 1.107
13 H 2.335 3.895 2.228  O5 0.980
14 O 2.665 4.197 4.183  H15 0.984, H16 0.984
15 H 2.940 5.130 4.333  O14 0.984
16 H 3.356 3.660 4.632  O14 0.984

Charge   0
ΔE to the lowest compared entry with this formula, charge and spin   16.8 kcal/mol
LUMO   0.59 eV
Electronic energy   -9414.8047 eV
HOMO   -9.772 eV
Frontier orbital gap   10.4 eV
Max |F|   0.041 hartree/bohr



- Look up the ΔE to the lowest compared entry with this formula, charge and spin of the second one.
  6.7 kcal/mol